{"formula": "C42H103N9O4", "method": "ωB97M-V/def2-TZVPD", "elements": ["O", "O", "O", "O", "N", "N", "N", "N", "N", "N", "N", "N", "N", "C", "C", "C", "C", "C", "C", "C", "C", "C", "C", "C", "C", "C", "C", "C", "C", "C", "C", "C", "C", "C", "C", "C", "C", "C", "C", "C", "C", "C", "C", "C", "C", "C", "C", "C", "C", "C", "C", "C", "C", "C", "C", "H", "H", "H", "H", "H", "H", "H", "H", "H", "H", "H", "H", "H", "H", "H", "H", "H", "H", "H", "H", "H", "H", "H", "H", "H", "H", "H", "H", "H", "H", "H", "H", "H", "H", "H", "H", "H", "H", "H", "H", "H", "H", "H", "H", "H", "H", "H", "H", "H", "H", "H", "H", "H", "H", "H", "H", "H", "H", "H", "H", "H", "H", "H", "H", "H", "H", "H", "H", "H", "H", "H", "H", "H", "H", "H", "H", "H", "H", "H", "H", "H", "H", "H", "H", "H", "H", "H", "H", "H", "H", "H", "H", "H", "H", "H", "H", "H", "H", "H", "H", "H", "H", "H"], "positions_angstrom": [[4.574, 3.702, -3.770], [5.989, -0.932, -4.578], [-6.382, 2.747, -0.314], [-1.212, 2.635, -2.718], [-1.041, 5.104, 2.051], [5.977, 1.300, -4.116], [-5.778, -3.535, 2.538], [0.583, -1.591, -0.736], [4.094, 3.025, 0.805], [2.836, -7.518, 2.525], [2.595, 3.984, -4.820], [-8.104, 1.623, 0.535], [-2.374, 1.651, -4.414], [4.599, 4.633, -6.005], [-1.882, -1.051, -0.578], [0.569, -7.096, 3.606], [-3.418, 3.418, -3.110], [-7.806, -4.925, 2.889], [6.079, 2.218, -0.442], [2.111, -7.264, 3.775], [3.169, -6.256, 1.881], [-5.790, 0.636, 0.633], [-5.213, -1.828, 4.288], [2.629, -3.035, -1.083], [-1.503, 0.526, -4.661], [4.270, -6.413, 0.836], [-0.999, 2.698, 1.389], [2.228, -8.550, 1.699], [-6.771, 1.741, 0.302], [3.896, 0.103, -4.529], [3.350, 1.606, 2.722], [5.388, 0.128, -4.379], [4.379, 5.365, -0.027], [-1.849, 6.261, 2.359], [-2.679, 6.020, 3.654], [3.716, 4.002, -0.206], [1.672, -2.345, -0.126], [-0.307, 6.020, -0.185], [2.217, -9.908, 2.422], [3.939, 4.041, -4.764], [0.062, 5.379, 1.164], [-6.374, -4.596, 3.362], [-4.704, -2.880, 3.293], [-5.216, -4.154, 1.314], [-8.801, 0.626, 1.320], [-5.546, -3.267, 0.111], [5.492, 2.697, 0.884], [1.773, 3.387, -3.781], [7.399, 1.528, -4.164], [-0.575, -1.455, 0.103], [1.755, 0.725, -0.724], [1.004, -0.398, -1.447], [-2.224, 2.523, -3.397], [-1.834, 3.940, 1.672], [3.242, 2.942, 1.975], [4.168, 5.972, -0.914], [2.843, 0.627, -0.724], [-5.832, -1.165, 3.672], [-8.627, 2.333, 0.053], [7.854, 0.771, -4.805], [5.409, 1.644, -1.079], [-5.369, -2.214, 0.305], [-7.764, -5.442, 1.931], [-0.453, 7.101, -0.186], [-2.126, -1.636, -1.464], [0.745, 6.088, 1.650], [0.470, -6.601, 2.636], [3.954, 3.563, -1.183], [6.578, 3.020, -0.991], [3.083, -2.459, -1.892], [1.766, -10.657, 1.776], [-4.459, -1.345, 4.897], [-5.621, -5.155, 1.179], [-1.245, 7.142, 2.570], [7.862, 1.495, -3.180], [-0.758, -2.359, 0.689], [3.555, 3.697, 2.718], [1.465, 2.367, -4.045], [5.315, 2.075, -4.028], [-1.181, 5.553, -0.649], [-2.717, -1.060, 0.127], [3.656, 0.173, -5.591], [4.351, 1.344, 3.075], [5.694, 1.943, 1.640], [0.190, -6.432, 4.378], [1.220, -8.212, 1.430], [1.113, -3.166, 0.334], [-0.478, -0.647, 0.854], [2.290, 3.349, -2.830], [-0.461, 0.817, -4.775], [1.508, -0.704, -2.369], [-4.241, -3.668, 3.910], [2.258, -3.925, -1.601], [4.289, -5.523, 0.202], [3.836, 5.748, 0.846], [-4.132, -4.248, 1.451], [0.785, 3.847, -3.781], [1.584, -9.820, 3.307], [-9.776, 1.004, 1.625], [-2.580, 3.644, 2.408], [-0.511, 2.795, 0.415], [-9.093, -0.240, 0.710], [-1.778, 0.026, -0.747], [-4.288, 2.874, -2.759], [3.433, 0.990, -4.077], [3.449, -0.757, -4.043], [3.460, -3.501, -0.544], [6.931, 1.564, -0.222], [-1.709, 0.104, -5.648], [-5.698, 0.564, 1.718], [3.835, 5.005, -6.681], [5.222, -6.510, 1.359], [1.592, 1.654, -1.272], [3.232, -10.123, 2.749], [-6.378, -4.254, 4.402], [-8.211, 0.247, 2.149], [1.401, 0.826, 0.303], [0.727, 4.523, 1.060], [3.534, -5.483, 2.558], [-1.556, 1.762, 1.286], [-0.225, 2.416, 2.109], [-3.039, 7.000, 3.982], [2.985, 0.770, 2.129], [2.073, 4.258, -5.632], [-3.335, 1.519, -4.686], [-4.880, -3.523, -0.720], [2.197, 3.162, 1.769], [-8.207, -5.679, 3.567], [-3.652, 5.553, 3.487], [-6.153, -0.262, 0.133], [-6.560, -3.547, -0.171], [2.379, -8.040, 4.497], [-3.592, 4.014, -4.019], [-2.349, 4.203, 0.740], [2.137, -1.783, 0.694], [4.239, -7.242, 0.128], [-2.052, 5.477, 4.353], [6.058, 3.603, 1.159], [-1.607, -0.313, -3.974], [2.630, 4.108, -0.211], [-3.931, -2.439, 2.664], [-3.147, 4.285, -2.509], [-5.782, -5.514, 3.510], [2.444, -6.346, 4.256], [5.389, 5.350, -5.802], [-4.805, 0.875, 0.245], [-5.964, -2.312, 4.917], [-2.546, 6.482, 1.537], [7.637, 2.450, -4.695], [2.813, -8.682, 0.790], [-0.001, -8.018, 3.513], [2.267, -5.790, 1.446], [2.858, 1.733, 3.690], [5.436, 5.535, 0.163], [0.132, 0.093, -1.892], [-8.277, -3.947, 2.917], [0.464, 5.864, -0.949], [5.144, 3.799, -6.459]], "atomic_forces_ev_per_a": [[-0.21, -0.06, -0.22], [0.16, 0.64, 0.22], [-0.22, -0.90, 0.57], [0.24, -0.42, -0.49], [0.49, -0.53, 0.84], [-1.01, 0.60, -0.09], [0.40, -0.97, 0.05], [0.38, -0.08, -0.74], [-1.63, -0.84, -0.59], [0.77, 0.79, 1.31], [-0.44, -0.40, 0.42], [0.34, -0.36, 0.46], [-0.56, -0.53, -0.25], [0.05, -0.99, 0.21], [0.30, 0.76, 0.15], [1.02, 0.20, -0.62], [0.54, 1.08, -1.25], [1.66, -0.30, 0.78], [1.12, -0.27, 0.06], [-0.72, -0.60, 0.34], [-0.39, -0.46, -1.36], [-0.60, 0.41, 0.26], [-1.44, -0.70, -1.14], [1.02, -0.59, -0.47], [0.48, -0.44, -0.98], [0.35, 0.38, -0.23], [0.64, -0.69, -0.80], [0.20, 0.08, 0.26], [0.73, 1.52, -1.56], [-0.65, 1.45, 0.47], [0.12, 0.26, 0.43], [0.67, -2.01, -0.55], [-1.28, 0.81, 0.12], [-1.06, -0.62, 0.82], [-0.49, 0.80, -1.14], [1.42, -1.06, -0.35], [-1.35, -0.83, 0.02], [0.15, -0.59, -1.02], [-0.58, 1.16, 0.07], [0.18, 1.14, -0.10], [0.69, 1.23, -0.18], [-0.48, 0.05, 0.74], [0.28, -0.28, 1.40], [0.20, 1.17, 0.15], [-0.49, -0.68, -0.87], [0.68, -1.24, -0.27], [0.09, 0.68, -0.22], [-0.70, -0.76, -0.61], [0.24, -0.33, -0.69], [-0.78, 0.57, 0.99], [0.42, -0.21, -0.14], [-0.68, 0.53, -1.05], [0.24, 0.87, 1.61], [0.26, -0.32, -0.50], [1.64, -0.01, 1.05], [-0.25, 0.16, 0.22], [-0.02, -0.35, 0.28], [0.39, 0.63, 0.31], [-0.11, 0.13, 0.18], [-0.07, -0.33, 0.32], [-0.19, 0.20, 0.03], [-0.39, 0.03, 0.23], [-0.24, 0.56, -0.35], [-0.20, -0.03, 0.47], [0.02, 0.18, -0.10], [-0.27, 0.10, 0.27], [-0.38, 0.27, 0.14], [0.15, 0.21, -0.02], [-0.60, 0.15, -0.28], [-0.08, 0.50, 0.30], [0.30, -0.22, 0.00], [0.10, 0.12, -0.16], [-0.04, 0.02, -0.06], [0.38, -0.12, -0.36], [0.05, 0.12, 0.02], [0.37, -0.21, -0.23], [-0.17, 0.23, 0.11], [0.55, -0.20, 0.03], [0.83, 0.03, 0.25], [-0.16, 0.05, 0.22], [0.07, -0.53, 0.12], [-0.02, -0.42, -0.02], [0.22, 0.23, -0.52], [-0.34, 0.06, 0.08], [-0.27, -0.21, 0.05], [-0.17, -0.40, -0.33], [0.38, -0.05, 0.45], [0.46, -0.16, 0.27], [-0.12, 0.35, 0.09], [0.01, 0.21, 0.60], [0.52, -0.10, 0.25], [0.56, 0.07, -0.24], [-0.87, 0.30, 0.12], [0.21, 0.09, 0.15], [0.28, 0.70, -0.16], [0.00, -0.20, -0.14], [0.30, 0.61, 0.59], [0.06, -0.22, 0.07], [0.30, 0.33, 0.48], [-0.01, 0.64, 0.26], [0.17, 0.02, 0.06], [0.35, -0.09, -0.04], [-0.21, -0.13, -0.90], [-0.14, 0.20, 0.01], [0.05, -0.04, 0.04], [0.18, -0.27, -0.28], [0.10, 0.50, 0.30], [-0.16, -0.17, 0.10], [-0.41, 0.18, 0.02], [-0.13, -0.58, -0.02], [0.26, 0.17, -0.22], [0.07, 0.09, -0.10], [-0.28, 0.09, 0.19], [0.00, -0.36, -0.15], [-0.53, 0.33, -0.12], [-0.05, 0.28, 0.15], [0.04, 0.20, 0.00], [-0.51, -0.31, -0.28], [-0.03, -0.46, 0.56], [-0.61, 0.34, 0.07], [-0.03, 0.61, 0.27], [0.60, 0.03, 0.57], [-0.24, -0.04, 0.17], [0.44, 0.16, -0.27], [0.07, 0.07, -0.20], [-0.15, -0.08, -0.08], [0.05, -0.13, -0.49], [-0.43, 0.37, 0.19], [0.38, -0.72, -0.17], [0.05, -0.28, 0.50], [-0.16, 0.75, -0.18], [-0.31, -0.14, -0.03], [-0.70, -0.77, -0.33], [-0.49, -0.30, -0.06], [0.45, 0.02, -0.20], [-0.53, -0.18, 0.26], [-0.23, 0.15, 0.37], [0.23, -0.15, 0.30], [0.09, 0.23, 0.44], [0.01, 0.15, 0.20], [-0.20, -0.10, -0.32], [0.19, -0.72, 0.96], [0.37, 0.02, -0.82], [0.40, 0.09, -0.38], [-0.35, 0.28, 0.36], [-0.11, 0.28, -0.14], [0.27, 0.08, 0.36], [0.04, 0.28, -0.10], [-0.24, 0.32, 0.43], [-0.05, 0.27, -0.07], [0.04, -0.08, 0.36], [-0.02, -0.07, -0.32], [-0.64, -0.31, -0.29], [0.17, -0.94, -0.01], [-0.32, -0.25, 0.34], [-0.80, -0.36, -0.39], [0.24, -0.10, 0.28], [-0.23, -0.02, -0.26]], "mulliken_charge": [-0.761, -0.731, -0.683, -0.423, 0.211, 0.187, 0.369, 0.435, 0.998, 0.041, -0.008, -0.142, -0.185, -1.108, -0.509, -0.931, -1.476, -1.220, -1.000, -0.748, -0.379, -0.512, -1.187, -0.976, -0.595, -1.124, -1.028, -0.301, 0.346, -0.363, -1.471, 0.755, -1.763, -0.465, -1.380, 0.739, -0.042, -1.054, -1.346, 0.754, 1.044, -0.769, -0.448, -0.802, -0.811, -0.583, -0.740, -0.120, -1.087, -0.357, 0.134, -0.865, 0.754, -0.489, 0.465, 0.398, 0.376, 0.124, 0.268, 0.406, 0.086, -0.302, 0.283, 0.353, 0.367, 0.484, 0.244, -0.397, 0.279, 0.145, 0.416, 0.406, 0.503, 0.465, 0.258, 0.517, 0.444, -0.017, -0.024, 0.079, -0.021, 0.301, 0.543, 0.359, 0.354, 0.356, 0.276, 0.035, -0.289, 0.086, 0.167, 0.377, 0.334, 0.205, 0.349, 0.341, 0.315, 0.287, 0.348, 0.378, 0.067, 0.285, -0.061, 0.403, -0.202, 0.224, 0.123, 0.507, 0.375, 0.295, 0.340, 0.324, -0.035, 0.328, 0.487, 0.213, -0.043, -1.527, 0.352, 0.497, 0.298, 0.436, 0.057, 0.256, 0.256, 0.386, -0.727, 0.404, 0.305, 0.222, 0.326, 0.403, 0.428, 0.260, 0.202, 0.319, 0.343, 0.270, 0.192, -0.185, 0.307, 0.216, 0.403, 0.408, 0.306, 0.159, 0.326, 0.330, 0.329, 0.352, 0.274, 0.197, 0.451, 0.339, -0.278, 0.291, 0.395, 0.283], "largest_force_ev_per_a": 2.3, "e_tot_ev": -66823.5076, "gap_ev": 7.8, "relative_energy_kj_mol": 318.1}